1.
{
  "formula": "C17H21N7O3S",
  "method": "ωB97M-V with the def2-TZVPD basis set",
  "relative_energy_kcal_mol": 0.0,
  "smiles": "CNC(=O)[C@H](Cc1ccccc1)NC(C)=O.Nc1nc2[nH]c(S)nc2c(=O)[nH]1",
  "e_lumo_ev": 0.417,
  "elements": ["C", "N", "C", "O", "C", "C", "C", "C", "C", "C", "C", "C", "N", "C", "C", "O", "H", "H", "H", "H", "H", "H", "H", "H", "H", "H", "H", "H", "H", "H", "H", "H", "N", "C", "N", "C", "N", "C", "S", "N", "C", "C", "O", "N", "H", "H", "H", "H", "H"],
  "coordinates": [[4.11, 1.59, 2.04], [4.59, 0.34, 1.45], [4.09, -0.31, 0.39], [4.63, -1.35, 0.02], [2.84, 0.22, -0.33], [1.57, -0.33, 0.35], [0.27, 0.31, -0.12], [-0.30, 1.37, 0.61], [-1.49, 1.97, 0.17], [-2.12, 1.51, -1.00], [-1.55, 0.45, -1.73], [-0.37, -0.15, -1.29], [2.85, -0.17, -1.75], [2.51, 0.56, -2.81], [2.12, 2.02, -2.64], [2.52, 0.07, -3.92], [3.06, 1.49, 2.34], [4.70, 1.82, 2.93], [4.21, 2.41, 1.33], [5.40, -0.09, 1.86], [2.83, 1.30, -0.24], [1.51, -1.41, 0.17], [1.65, -0.18, 1.42], [0.17, 1.72, 1.52], [-1.94, 2.77, 0.75], [-3.04, 1.96, -1.33], [-2.04, 0.09, -2.63], [0.06, -0.98, -1.85], [3.18, -1.10, -1.96], [2.95, 2.57, -2.22], [1.88, 2.43, -3.62], [1.24, 2.10, -2.00], [-0.82, -3.68, 0.17], [-1.65, -2.71, 0.62], [-2.72, -2.53, -0.09], [-3.58, -1.52, 0.33], [-4.75, -1.11, -0.23], [-5.23, -0.07, 0.52], [-6.70, 0.81, 0.19], [-4.44, 0.21, 1.53], [-3.37, -0.71, 1.42], [-2.12, -0.98, 2.15], [-1.73, -0.34, 3.12], [-1.33, -2.03, 1.77], [-0.32, -4.21, 0.87], [-1.25, -4.19, -0.60], [-5.18, -1.50, -1.06], [-6.54, 1.61, 1.27], [-0.39, -2.05, 2.11]]
}

---

2.
{
  "formula": "C14H28BCl2N2O10",
  "method": "ωB97M-V with the def2-TZVPD basis set",
  "total_charge": -1,
  "e_lumo_ev": 2.066,
  "elements": ["C", "C", "Cl", "C", "Cl", "N", "B", "O", "N", "C", "C", "H", "H", "H", "H", "H", "H", "H", "H", "H", "H", "C", "O", "C", "O", "O", "C", "H", "H", "H", "H", "H", "H", "C", "O", "C", "O", "O", "C", "H", "H", "H", "H", "H", "H", "C", "O", "C", "O", "O", "C", "H", "H", "H", "H", "H", "H"],
  "coordinates": [[5.90, -2.29, 0.31], [5.17, -1.42, -0.67], [5.15, -2.04, -2.30], [4.52, -0.27, -0.42], [4.61, 0.27, 1.31], [3.88, 0.56, -1.26], [2.59, 0.27, -1.66], [1.95, 1.13, -2.60], [1.79, -0.90, -1.16], [0.76, -0.53, -0.21], [1.24, -1.69, -2.24], [5.18, -2.90, 0.86], [6.45, -1.71, 1.03], [6.55, -2.99, -0.22], [2.52, 1.19, -3.37], [-0.16, -0.15, -0.66], [0.57, -1.37, 0.46], [1.18, 0.25, 0.43], [2.00, -1.93, -2.97], [0.86, -2.64, -1.85], [0.41, -1.19, -2.75], [5.44, 0.39, -5.02], [5.20, 1.29, -6.11], [3.95, 1.72, -6.19], [3.05, 1.43, -5.46], [3.86, 2.56, -7.23], [2.55, 3.10, -7.42], [6.49, 0.10, -5.07], [5.26, 0.88, -4.06], [4.82, -0.50, -5.10], [2.25, 3.67, -6.55], [1.83, 2.30, -7.61], [2.61, 3.75, -8.29], [0.12, -1.77, 4.77], [-0.61, -1.98, 3.56], [-1.92, -1.76, 3.67], [-2.51, -1.43, 4.67], [-2.47, -1.98, 2.48], [-3.88, -1.78, 2.44], [1.16, -1.98, 4.53], [0.03, -0.74, 5.11], [-0.22, -2.46, 5.55], [-4.14, -0.75, 2.69], [-4.38, -2.47, 3.12], [-4.20, -1.99, 1.42], [-5.59, 1.08, 5.61], [-6.37, 0.81, 4.44], [-7.29, 1.72, 4.17], [-7.51, 2.72, 4.81], [-7.93, 1.35, 3.06], [-8.95, 2.25, 2.64], [-4.88, 0.27, 5.72], [-5.05, 2.02, 5.50], [-6.23, 1.12, 6.50], [-8.53, 3.23, 2.42], [-9.72, 2.34, 3.41], [-9.38, 1.83, 1.74]]
}

---

3.
{
  "formula": "C4H7FO2",
  "method": "ωB97M-V with the def2-TZVPD basis set",
  "relative_energy_kcal_mol": 17.0,
  "smiles": "CC(C)(O)C(=O)F",
  "e_lumo_ev": 0.819,
  "elements": ["C", "C", "C", "O", "C", "O", "F", "H", "H", "H", "H", "H", "H", "H"],
  "coordinates": [[-0.49, 1.31, 0.29], [-0.01, -0.03, -0.23], [1.50, -0.30, -0.13], [-0.33, -0.32, -1.62], [-0.93, -1.10, 0.54], [-1.93, -1.55, 0.07], [-0.43, -1.46, 1.68], [-0.30, 2.19, -0.45], [-1.50, 1.31, 0.67], [0.30, 1.51, 1.09], [2.01, 0.72, -0.42], [1.70, -1.08, -0.77], [1.67, -0.55, 1.01], [-1.27, -0.65, -1.72]]
}

---

4.
{
  "formula": "C22H61N5O6",
  "method": "ωB97M-V with the def2-TZVPD basis set",
  "relative_energy_kcal_mol": 0.0,
  "smiles": "COC[C@H](C)N.COC[C@H](C)N.COC[C@H](C)N.COC[C@H](C)N.COC[C@H](C)N.CCO",
  "e_lumo_ev": 0.521,
  "elements": ["C", "O", "C", "C", "C", "N", "H", "H", "H", "H", "H", "H", "H", "H", "H", "H", "H", "C", "O", "C", "C", "C", "N", "H", "H", "H", "H", "H", "H", "H", "H", "H", "H", "H", "C", "O", "C", "C", "C", "N", "H", "H", "H", "H", "H", "H", "H", "H", "H", "H", "H", "C", "O", "C", "C", "C", "N", "H", "H", "H", "H", "H", "H", "H", "H", "H", "H", "H", "C", "O", "C", "C", "C", "N", "H", "H", "H", "H", "H", "H", "H", "H", "H", "H", "H", "C", "C", "O", "H", "H", "H", "H", "H", "H"],
  "coordinates": [[-1.66, -7.57, -1.09], [-1.38, -6.48, -0.26], [-2.18, -5.34, -0.51], [-1.85, -4.28, 0.51], [-2.00, -4.73, 1.95], [-2.62, -3.05, 0.27], [-1.09, -8.41, -0.70], [-1.36, -7.37, -2.13], [-2.72, -7.84, -1.10], [-1.90, -4.98, -1.51], [-3.25, -5.60, -0.50], [-0.79, -4.04, 0.36], [-1.39, -4.16, 2.65], [-1.71, -5.77, 2.10], [-3.04, -4.63, 2.28], [-3.48, -3.03, 0.81], [-2.91, -2.97, -0.69], [-4.31, 1.71, -4.61], [-3.04, 1.57, -4.00], [-2.99, 2.02, -2.67], [-3.88, 1.24, -1.69], [-3.93, 1.98, -0.37], [-3.36, -0.11, -1.45], [-4.15, 1.80, -5.68], [-4.83, 2.60, -4.24], [-4.96, 0.85, -4.42], [-1.97, 1.97, -2.30], [-3.29, 3.09, -2.62], [-4.90, 1.21, -2.08], [-4.94, 2.31, -0.15], [-3.35, 2.91, -0.38], [-3.57, 1.37, 0.46], [-3.00, -0.53, -2.30], [-2.59, -0.05, -0.80], [-2.91, 5.51, 3.90], [-2.81, 4.11, 3.71], [-1.72, 3.56, 4.40], [-1.79, 2.05, 4.26], [-0.73, 1.29, 5.01], [-1.70, 1.74, 2.83], [-3.83, 5.82, 3.42], [-2.06, 6.01, 3.44], [-2.98, 5.75, 4.97], [-0.78, 3.98, 4.02], [-1.72, 3.84, 5.47], [-2.78, 1.81, 4.70], [0.26, 1.72, 4.87], [-0.66, 0.27, 4.65], [-0.94, 1.28, 6.08], [-1.64, 0.74, 2.67], [-2.46, 2.16, 2.32], [5.27, 1.62, -0.17], [5.06, 1.96, 1.18], [3.78, 2.46, 1.41], [3.57, 2.65, 2.89], [2.22, 3.29, 3.18], [4.67, 3.34, 3.56], [6.25, 1.18, -0.30], [5.14, 2.49, -0.82], [4.54, 0.86, -0.51], [3.59, 3.39, 0.83], [2.99, 1.77, 1.07], [3.60, 1.60, 3.25], [1.37, 2.66, 2.94], [2.10, 4.13, 2.48], [2.19, 3.76, 4.16], [5.56, 3.10, 3.17], [4.64, 3.21, 4.56], [1.28, -2.48, -5.39], [2.47, -2.69, -4.67], [3.41, -1.66, -4.81], [4.37, -1.66, -3.62], [3.66, -1.44, -2.30], [5.44, -0.68, -3.78], [1.40, -2.77, -6.45], [0.94, -1.44, -5.39], [0.53, -3.14, -4.94], [3.97, -1.78, -5.75], [2.91, -0.68, -4.86], [4.83, -2.65, -3.59], [4.40, -1.57, -1.51], [2.93, -2.25, -2.15], [3.10, -0.51, -2.23], [5.08, 0.27, -3.81], [5.95, -0.84, -4.64], [1.54, -0.50, 0.64], [0.38, 0.10, -0.09], [-0.86, -0.26, 0.53], [1.59, -0.08, 1.64], [2.45, -0.38, 0.05], [1.39, -1.58, 0.76], [0.32, -0.15, -1.16], [0.39, 1.19, -0.05], [-0.77, -1.16, 0.86]]
}

---

5.
{
  "formula": "C11H23IIrNO2P2",
  "method": "ωB97M-V with the def2-TZVPD basis set",
  "total_charge": 2,
  "e_lumo_ev": [-6.159, -9.784],
  "multiplicity": 5,
  "elements": ["Ir", "P", "C", "C", "N", "C", "C", "C", "C", "C", "P", "H", "H", "H", "H", "H", "H", "H", "H", "O", "H", "H", "O", "H", "C", "H", "H", "H", "C", "H", "H", "H", "C", "H", "H", "H", "C", "H", "H", "H", "I"],
  "coordinates": [[-0.11, 0.24, 0.04], [1.60, 0.25, 1.56], [2.11, 1.94, 1.28], [1.85, 2.50, 0.01], [0.91, 1.87, -0.79], [0.57, 2.32, -2.01], [1.22, 3.42, -2.55], [2.17, 4.11, -1.79], [2.47, 3.67, -0.52], [-0.53, 1.59, -2.77], [-1.60, 0.61, -1.62], [3.20, 4.17, 0.12], [0.95, 3.72, -3.56], [2.65, 4.99, -2.20], [-1.17, 2.29, -3.33], [-0.11, 0.88, -3.50], [0.67, 3.45, 2.46], [2.80, 2.44, 1.96], [-1.42, 2.62, 2.59], [-0.22, 3.70, 2.79], [-0.09, 4.48, 3.35], [-1.11, 0.86, 1.18], [-2.05, 1.85, 2.45], [-2.80, 2.18, 1.94], [-2.84, 1.80, -1.06], [-3.34, 2.25, -1.93], [-3.56, 1.26, -0.44], [-2.35, 2.58, -0.46], [-2.41, -0.68, -2.60], [-3.14, -1.18, -1.95], [-2.94, -0.22, -3.45], [-1.67, -1.40, -2.95], [2.98, -0.89, 1.25], [3.81, -0.63, 1.92], [2.66, -1.92, 1.43], [3.31, -0.78, 0.21], [1.05, 0.07, 3.27], [0.90, -0.99, 3.47], [1.82, 0.48, 3.93], [0.11, 0.62, 3.40], [0.01, -2.24, -0.27]]
}

---

6.
{
  "formula": "C6H38O13",
  "method": "ωB97M-V with the def2-TZVPD basis set",
  "total_charge": 1,
  "relative_energy_kcal_mol": 0.0,
  "e_lumo_ev": [-3.737, -7.517],
  "multiplicity": 2,
  "elements": ["C", "C", "C", "C", "C", "C", "H", "H", "H", "H", "H", "H", "H", "H", "H", "H", "H", "H", "H", "H", "O", "H", "H", "O", "H", "H", "O", "H", "H", "O", "H", "H", "O", "H", "H", "O", "H", "H", "O", "H", "H", "O", "H", "H", "O", "H", "H", "O", "H", "H", "O", "H", "H", "O", "H", "H", "O"],
  "coordinates": [[-2.48, 0.98, -0.66], [-1.18, 0.57, -1.34], [-0.02, 0.36, -0.36], [0.07, -0.98, 0.25], [1.27, -1.57, 0.63], [1.38, -2.86, 1.33], [-2.72, 0.30, 0.15], [-3.32, 1.00, -1.36], [-2.39, 1.95, -0.17], [-0.88, 1.31, -2.08], [-1.35, -0.32, -1.94], [-0.09, 1.12, 0.45], [0.93, 0.58, -0.83], [-0.87, -1.48, 0.45], [2.22, -1.06, 0.43], [0.49, -3.09, 1.91], [2.26, -2.89, 1.98], [1.50, -3.67, 0.60], [-2.23, -4.32, 0.23], [-0.94, -3.56, -0.18], [-1.37, -4.02, 0.57], [0.07, 3.57, 1.35], [1.12, 3.66, 0.22], [1.03, 3.75, 1.18], [-2.22, 3.45, 1.74], [-1.54, 2.05, 1.64], [-1.56, 2.96, 1.23], [2.64, 1.32, -2.01], [1.46, 2.17, -2.51], [2.04, 1.43, -2.79], [-0.50, -3.62, -2.45], [-0.09, -2.14, -2.15], [-0.72, -2.86, -1.89], [0.42, 4.29, -2.31], [-0.38, 3.30, -1.42], [0.50, 3.50, -1.75], [3.31, 0.36, 2.22], [4.79, 0.30, 2.62], [4.13, -0.15, 2.09], [-3.73, -1.60, -1.41], [-2.39, -2.29, -1.32], [-3.26, -2.23, -0.86], [-1.58, 0.60, 3.39], [-1.84, -0.25, 2.10], [-1.42, 0.59, 2.45], [-3.10, -1.71, 0.90], [-2.25, -2.44, 1.87], [-2.77, -1.62, 1.82], [2.68, 1.30, 0.40], [3.93, 0.55, 0.02], [3.29, 1.16, -0.36], [1.62, 2.31, 1.82], [0.96, 0.91, 2.16], [1.80, 1.37, 2.07], [1.34, -0.18, -2.88], [0.97, -1.08, -4.09], [0.97, -1.07, -3.13]]
}

---

7.
{
  "formula": "C3H5N3",
  "method": "ωB97M-V with the def2-TZVPD basis set",
  "total_charge": 2,
  "relative_energy_kcal_mol": 91.8,
  "e_lumo_ev": [-13.229, -13.832],
  "elements": ["C", "C", "C", "N", "N", "N", "H", "H", "H", "H", "H"],
  "coordinates": [[0.12, 1.38, -0.06], [1.67, -0.26, 0.15], [-0.91, 0.42, 0.07], [1.34, 1.08, 0.01], [0.97, -1.22, -0.14], [-1.98, -0.19, 0.00], [-0.13, 2.42, -0.27], [2.83, -0.47, 0.39], [1.04, -2.29, -0.17], [-2.81, 0.08, 0.73], [-2.14, -0.95, -0.69]]
}

---

8.
{
  "formula": "C3H6N3P",
  "method": "ωB97M-V with the def2-TZVPD basis set",
  "relative_energy_kcal_mol": 33.0,
  "e_lumo_ev": [1.008, -1.570],
  "multiplicity": 3,
  "elements": ["C", "C", "C", "N", "N", "N", "P", "H", "H", "H", "H", "H", "H"],
  "coordinates": [[-1.82, 0.08, -0.03], [-1.19, 1.27, -0.29], [-1.16, -1.12, 0.48], [0.12, -1.27, 0.60], [0.91, -0.26, 0.16], [2.25, -0.49, -0.08], [0.51, 1.44, 0.35], [-2.69, -0.11, -0.74], [-1.62, 1.98, -1.03], [-1.62, -1.99, 0.83], [2.36, -1.54, 0.09], [2.82, 0.02, 0.58], [1.13, 1.98, -0.90]]
}